No. 1
A molecular structure, C24H72B2F8O12S12Sn in a non-equilibrium geometry. Source: the Open Molecules 2025 dataset; level of theory: wB97M-V/def2-TZVPD.

XYZ file:
```
131
C24H72B2F8O12S12Sn | the Open Molecules 2025 dataset | wB97M-V/def2-TZVPD
Sn 16.060 15.589 15.300
B 12.704 14.242 13.596
F 11.932 14.597 14.738
F 12.665 12.855 13.419
F 12.148 14.923 12.498
F 14.008 14.735 13.782
B 17.082 18.433 17.388
F 17.647 19.375 16.604
F 17.327 17.039 16.634
F 17.728 18.164 18.600
F 15.700 18.522 17.437
C 9.926 22.020 13.504
S 11.466 22.066 12.488
O 12.029 20.729 12.427
C 10.717 22.214 10.828
H 10.242 21.609 14.478
H 9.218 21.269 13.118
H 9.556 23.054 13.608
H 11.454 22.012 10.076
H 10.324 23.286 10.587
H 9.902 21.517 10.749
C 7.133 11.256 15.547
S 8.674 10.729 14.855
O 8.579 10.711 13.391
C 9.640 12.208 15.270
H 6.455 10.387 15.445
H 6.682 12.078 15.027
H 7.283 11.470 16.614
H 10.606 11.976 14.748
H 9.725 12.182 16.347
H 9.173 13.075 14.787
C 10.213 17.855 13.190
S 9.970 18.650 14.833
O 8.548 19.174 14.886
C 9.950 17.067 15.775
H 9.151 17.675 12.904
H 10.900 17.014 13.301
H 10.537 18.616 12.496
H 8.898 16.806 15.545
H 10.080 17.363 16.782
H 10.630 16.266 15.430
C 12.090 14.610 18.468
S 13.611 15.700 18.315
O 14.244 15.267 17.029
C 12.742 17.235 18.000
H 11.784 14.558 19.508
H 12.412 13.673 17.938
H 11.363 15.133 17.918
H 13.517 17.957 17.714
H 12.253 17.604 18.888
H 12.026 17.143 17.209
C 13.132 12.747 8.399
S 14.057 11.632 9.368
O 13.212 10.388 9.416
C 15.522 11.047 8.308
H 12.816 12.156 7.551
H 13.725 13.609 8.106
H 12.314 12.997 9.113
H 16.136 10.384 8.917
H 15.985 11.932 7.858
H 15.022 10.383 7.683
C 15.724 11.046 12.739
S 17.056 11.288 13.936
O 17.789 12.614 13.620
C 15.859 11.559 15.308
H 15.125 10.164 13.011
H 16.197 11.015 11.748
H 15.117 11.943 12.533
H 15.157 12.334 15.006
H 16.492 11.876 16.141
H 15.300 10.670 15.498
C 19.650 15.230 12.708
S 19.004 16.791 13.372
O 17.569 16.489 13.729
C 20.078 16.835 14.888
H 20.443 15.576 12.041
H 18.863 14.619 12.348
H 20.105 14.639 13.508
H 21.103 16.834 14.475
H 19.946 15.993 15.534
H 19.872 17.810 15.440
C 15.891 14.751 10.802
S 16.104 15.835 9.389
O 15.203 16.975 9.541
C 17.761 16.392 9.926
H 16.266 15.071 11.791
H 16.500 13.861 10.646
H 14.845 14.435 10.799
H 18.165 17.018 9.128
H 18.266 15.456 9.824
H 17.786 16.831 10.924
C 9.533 12.415 11.013
S 9.488 14.182 10.775
O 10.475 14.535 9.659
C 7.787 14.252 10.124
H 9.259 11.831 10.119
H 8.983 12.139 11.909
H 10.598 12.254 11.290
H 7.582 15.330 10.091
H 7.176 13.753 10.855
H 7.734 13.770 9.143
C 12.979 7.835 12.757
S 12.030 9.008 13.777
O 13.009 9.597 14.666
C 11.675 10.217 12.401
H 12.299 7.812 11.890
H 12.975 6.838 13.178
H 13.894 8.296 12.491
H 11.096 11.040 12.804
H 11.009 9.620 11.776
H 12.575 10.591 11.846
C 13.871 19.833 14.785
S 14.984 18.646 14.019
O 14.864 17.397 14.992
C 14.064 18.116 12.603
H 14.261 20.044 15.762
H 12.863 19.398 14.725
H 13.867 20.738 14.128
H 14.015 18.793 11.738
H 13.065 17.747 12.926
H 14.664 17.298 12.280
C 12.491 18.397 7.373
S 11.704 19.156 8.886
O 10.402 19.745 8.493
C 11.511 17.505 9.624
H 13.411 17.877 7.666
H 12.815 19.199 6.700
H 11.801 17.720 6.967
H 10.976 16.724 9.114
H 11.015 17.668 10.550
H 12.540 17.204 9.767
```

Summary:
- lowest unoccupied orbital energy (hartree) = 0.002
- gap between HOMO and LUMO (eV) = 8.52
- electronic energy (Ha) = -7701.79606

No. 2
A molecular structure, C24H72F2NO16S2V in a non-equilibrium geometry. Source: the Open Molecules 2025 dataset; level of theory: wB97M-V/def2-TZVPD.

XYZ file:
```
118
C24H72F2NO16S2V | the Open Molecules 2025 dataset | wB97M-V/def2-TZVPD
V 2.491 0.821 1.393
N 0.804 1.040 0.178
S 0.254 0.852 -1.261
O 0.009 1.995 -2.118
O -0.544 -0.341 -1.432
F 1.696 0.431 -1.817
S -0.730 1.697 0.678
O -1.823 0.742 0.819
O -0.962 3.067 0.422
F -0.444 1.741 2.244
C -2.732 2.355 -3.927
C -3.505 1.168 -4.539
O -3.805 1.506 -5.893
H -3.139 3.366 -3.944
H -1.687 2.288 -4.230
H -2.766 2.236 -2.844
H -4.504 1.176 -4.104
H -2.987 0.215 -4.423
H -4.303 2.308 -5.720
C 0.436 -2.498 3.901
C 0.495 -1.649 2.621
O 1.436 -0.715 2.842
H -0.305 -3.283 3.748
H 0.338 -1.891 4.801
H 1.382 -3.032 3.992
H -0.425 -1.135 2.343
H 0.688 -2.326 1.789
H 2.110 -1.059 3.432
C 4.292 2.170 -2.370
C 4.999 1.666 -1.074
O 4.076 1.710 0.056
H 3.581 1.446 -2.766
H 4.957 2.319 -3.221
H 3.796 3.136 -2.273
H 5.818 2.372 -0.936
H 5.349 0.660 -1.307
H 4.663 1.892 0.793
C 4.253 -2.939 -4.152
C 3.475 -1.774 -3.530
O 2.508 -2.337 -2.613
H 4.881 -3.523 -3.479
H 4.920 -2.455 -4.865
H 3.613 -3.632 -4.697
H 3.055 -1.144 -4.314
H 4.194 -1.155 -2.994
H 2.004 -2.963 -3.138
C 3.512 -3.512 0.898
C 4.019 -2.221 0.203
O 3.036 -1.163 0.235
H 3.696 -3.492 1.972
H 3.991 -4.428 0.553
H 2.423 -3.515 0.849
H 4.147 -2.625 -0.801
H 4.990 -2.013 0.652
H 2.658 -1.231 -0.645
C -1.233 5.517 2.849
C -2.673 5.130 2.924
O -3.283 5.819 1.860
H -0.720 5.401 1.894
H -0.751 4.882 3.593
H -1.167 6.553 3.181
H -3.002 5.448 3.913
H -2.922 4.069 2.910
H -2.593 5.909 1.199
C -4.796 -0.726 3.438
C -3.311 -0.915 2.837
O -3.041 -2.290 3.113
H -5.076 0.306 3.227
H -4.749 -0.738 4.526
H -5.607 -1.248 2.929
H -2.548 -0.285 3.296
H -3.334 -0.888 1.748
H -2.956 -2.319 4.069
C -5.708 -1.278 -2.583
C -5.167 -0.693 -1.275
O -4.093 -1.529 -0.758
H -5.006 -1.261 -3.417
H -6.667 -0.791 -2.764
H -5.915 -2.340 -2.446
H -5.950 -0.627 -0.521
H -4.882 0.317 -1.568
H -3.464 -0.996 -0.267
C -0.238 -3.772 -0.945
C 0.475 -5.067 -0.948
O 0.100 -5.748 -2.092
H -0.459 -3.516 -1.981
H 0.298 -2.920 -0.525
H -1.156 -3.766 -0.357
H 0.262 -5.715 -0.097
H 1.534 -4.916 -1.158
H 0.306 -5.097 -2.767
C 3.146 5.044 1.438
C 2.027 4.098 1.883
O 2.584 2.898 2.410
H 3.891 4.607 0.774
H 3.767 5.488 2.216
H 2.611 5.851 0.938
H 1.321 3.920 1.072
H 1.391 4.512 2.665
H 3.032 3.113 3.231
C -1.667 1.506 5.938
C -0.141 1.481 5.768
O 0.400 2.232 6.848
H -2.031 0.741 5.251
H -1.936 2.513 5.620
H -2.099 1.342 6.925
H 0.076 1.955 4.811
H 0.260 0.469 5.824
H 0.003 1.891 7.652
C -0.820 -2.261 -4.443
C 0.230 -2.930 -5.318
O 0.667 -4.073 -4.699
H -0.517 -1.892 -3.463
H -1.626 -2.964 -4.233
H -1.359 -1.519 -5.032
H 1.076 -2.260 -5.472
H -0.101 -3.230 -6.312
H 0.921 -4.764 -5.315
```

Summary:
- lowest unoccupied orbital energy (spin up / spin down) (hartree) = -0.162 / -0.157
- gap between HOMO and LUMO (spin up / spin down) (eV) = 6.80 / 6.95
- net charge = +1
- electronic energy (Ha) = -4155.82925
- 2S+1 = 4
- relative energy (zero: lowest compared OMol25 entry of this formula, charge and spin) (kcal per mole) = 82.6

No. 3
12 unconnected molecules or ions with the total composition C24H72N4O12 in a non-equilibrium geometry. Source: the Open Molecules 2025 dataset; level of theory: wB97M-V/def2-TZVPD.

XYZ file:
```
112
C24H72N4O12 | the Open Molecules 2025 dataset | wB97M-V/def2-TZVPD
N -12.375 -23.332 -0.427
C -13.611 -23.569 -0.557
N -14.323 -22.716 -1.180
O -14.140 -24.737 0.121
H -11.867 -24.009 0.129
H -11.898 -22.561 -0.867
H -15.367 -22.948 -1.203
H -13.880 -22.037 -1.876
N -10.102 -22.812 -7.065
C -9.316 -21.890 -6.503
N -9.688 -20.636 -6.639
O -8.326 -22.261 -5.655
H -9.730 -23.828 -7.020
H -11.094 -22.703 -7.420
H -9.067 -20.000 -6.078
H -9.974 -20.349 -7.630
C -16.885 -20.989 -9.570
C -15.895 -21.236 -8.434
C -16.065 -22.571 -7.747
O -14.708 -21.119 -8.741
H -16.405 -20.247 -10.313
H -17.902 -20.738 -9.254
H -16.899 -21.893 -10.184
H -16.145 -20.527 -7.592
H -17.019 -22.617 -7.272
H -15.334 -22.642 -6.950
H -15.988 -23.518 -8.333
H -14.486 -20.187 -8.695
C -18.006 -21.107 -4.136
C -16.484 -21.282 -4.019
C -15.995 -22.710 -3.905
O -15.885 -20.771 -4.980
H -18.351 -20.109 -3.949
H -18.576 -21.745 -3.411
H -18.444 -21.445 -5.087
H -16.194 -20.620 -3.217
H -16.535 -23.382 -4.632
H -16.365 -23.061 -2.957
H -14.887 -22.864 -3.908
H -14.971 -20.795 -4.745
C -8.557 -22.242 -2.095
C -9.565 -21.178 -1.693
C -9.455 -20.000 -2.720
O -10.776 -21.466 -1.695
H -7.527 -21.955 -2.154
H -8.659 -22.521 -3.199
H -8.540 -23.127 -1.507
H -9.376 -20.814 -0.757
H -9.670 -20.225 -3.742
H -8.399 -19.708 -2.686
H -9.990 -19.068 -2.433
H -11.091 -21.697 -2.552
C -12.760 -23.955 -5.185
C -11.795 -23.733 -4.043
C -10.834 -24.917 -3.817
O -11.072 -22.747 -4.286
H -13.469 -24.698 -4.727
H -12.193 -24.294 -6.087
H -13.308 -23.076 -5.557
H -12.343 -23.501 -3.164
H -11.349 -25.776 -3.416
H -10.133 -24.653 -3.032
H -10.395 -25.155 -4.762
H -10.685 -22.964 -5.085
C -7.972 -27.119 -2.254
C -7.388 -26.703 -0.901
C -6.162 -27.500 -0.480
O -7.108 -25.505 -0.851
H -8.449 -28.152 -2.061
H -7.211 -27.243 -2.919
H -8.694 -26.333 -2.592
H -8.181 -26.807 -0.128
H -5.327 -27.437 -1.234
H -6.445 -28.576 -0.375
H -5.820 -27.271 0.564
H -6.295 -25.337 -0.317
C -11.166 -26.464 -0.605
C -11.588 -26.882 0.873
C -10.400 -27.230 1.711
O -12.172 -25.943 1.490
H -10.741 -27.309 -1.151
H -10.405 -25.640 -0.629
H -12.072 -26.095 -1.168
H -12.242 -27.778 0.761
H -10.760 -27.908 2.546
H -9.990 -26.398 2.347
H -9.619 -27.785 1.219
H -12.879 -25.702 0.955
C -12.802 -19.707 -6.587
O -12.031 -20.146 -5.519
H -12.954 -20.573 -7.159
H -12.232 -18.960 -7.213
H -13.758 -19.377 -6.183
H -11.146 -20.464 -5.824
C -13.143 -24.125 -8.794
O -12.653 -22.931 -8.279
H -12.361 -24.724 -9.246
H -13.898 -23.881 -9.587
H -13.743 -24.796 -8.123
H -13.389 -22.309 -8.420
C -9.701 -26.258 -7.829
O -8.915 -25.233 -7.325
H -8.953 -26.941 -8.250
H -10.381 -25.774 -8.566
H -10.203 -26.837 -7.024
H -8.194 -25.703 -6.871
C -13.414 -19.950 -2.600
O -13.263 -21.161 -3.282
H -13.179 -19.123 -3.230
H -12.712 -19.919 -1.776
H -14.465 -19.875 -2.334
H -12.548 -21.100 -3.897
```

Summary:
- lowest unoccupied orbital energy (hartree) = 0.004
- gap between HOMO and LUMO (eV) = 8.53
- SMILES = NC(N)=O.NC(N)=O.CC(C)O.CC(C)O.CC(C)O.CC(C)O.CC(C)O.CC(C)O.CO.CO.CO.CO
- electronic energy (Ha) = -2079.18029
- relative energy (zero: lowest compared OMol25 entry of this formula, charge and spin) (kcal per mole) = 197.6

No. 4
11 unconnected molecules or ions with the total composition C24H73N3O11 in a non-equilibrium geometry. Source: the Open Molecules 2025 dataset; level of theory: wB97M-V/def2-TZVPD.

XYZ file:
```
111
C24H73N3O11 | the Open Molecules 2025 dataset | wB97M-V/def2-TZVPD
C -6.271 6.913 -22.378
O -5.107 6.441 -21.645
C -4.417 7.371 -20.844
C -3.495 8.380 -21.684
C -2.177 7.754 -22.146
N -3.316 9.695 -21.094
H -5.975 7.500 -23.248
H -6.904 7.635 -21.862
H -6.862 6.089 -22.776
H -5.154 8.028 -20.382
H -3.913 6.994 -19.955
H -4.098 8.523 -22.581
H -1.600 7.343 -21.317
H -1.527 8.459 -22.665
H -2.210 6.898 -22.820
H -2.695 10.280 -21.635
H -4.204 10.173 -21.038
C 0.591 6.440 -27.864
O 2.025 6.522 -28.203
C 2.415 7.763 -28.741
C 3.923 7.627 -29.039
C 4.852 7.166 -27.894
N 4.356 8.826 -29.657
H 0.045 6.396 -28.807
H 0.261 7.290 -27.267
H 0.454 5.493 -27.342
H 1.821 7.921 -29.642
H 2.219 8.548 -28.011
H 4.033 6.847 -29.793
H 5.712 6.643 -28.312
H 4.302 6.357 -27.413
H 5.130 7.820 -27.068
H 5.253 8.732 -30.113
H 4.599 9.557 -29.004
C -1.298 11.085 -15.780
O -1.509 11.573 -14.438
C -2.014 12.909 -14.475
C -2.200 13.384 -12.938
C -2.802 14.841 -12.881
N -1.010 13.308 -12.032
H -2.161 11.149 -16.442
H -0.951 10.054 -15.712
H -0.588 11.750 -16.272
H -1.246 13.545 -14.915
H -2.945 13.089 -15.014
H -2.950 12.758 -12.455
H -2.689 15.291 -11.895
H -3.883 14.941 -12.983
H -2.368 15.545 -13.591
H -0.655 12.445 -12.419
H -0.392 13.990 -12.449
C -8.003 3.170 -27.333
C -6.561 3.725 -27.028
O -6.759 5.142 -27.115
H -8.831 3.798 -27.003
H -8.202 2.201 -26.875
H -8.177 3.057 -28.403
H -5.796 3.199 -27.600
H -6.310 3.585 -25.977
H -7.158 5.470 -26.305
C -10.201 1.532 -23.122
C -11.217 0.417 -23.084
O -10.513 -0.804 -23.338
H -10.778 2.432 -23.334
H -9.464 1.499 -23.924
H -9.679 1.486 -22.166
H -11.956 0.652 -23.850
H -11.823 0.438 -22.179
H -10.899 -1.409 -22.701
C 4.452 7.750 -20.804
C 4.682 8.275 -19.457
O 5.974 7.875 -19.231
H 5.051 8.353 -21.486
H 3.479 8.045 -21.199
H 4.516 6.664 -20.742
H 3.969 7.779 -18.799
H 4.570 9.358 -19.412
H 6.148 8.159 -18.331
C -6.371 14.393 -19.413
C -5.511 15.155 -20.492
O -5.832 14.637 -21.731
H -5.673 13.702 -18.940
H -7.252 13.956 -19.884
H -6.637 14.994 -18.544
H -4.438 14.995 -20.386
H -5.743 16.216 -20.397
H -6.775 14.779 -21.835
C -5.547 2.063 -18.085
C -5.497 1.683 -16.550
O -5.469 0.293 -16.333
H -5.061 1.270 -18.654
H -5.016 3.006 -18.212
H -6.569 2.182 -18.445
H -6.417 2.024 -16.077
H -4.665 2.205 -16.078
H -4.522 0.136 -16.305
C -6.619 9.029 -15.364
C -8.087 8.738 -15.853
O -8.974 9.296 -14.853
H -5.874 8.651 -16.063
H -6.530 8.529 -14.400
H -6.456 10.094 -15.201
H -8.280 7.687 -15.638
H -8.392 9.006 -16.864
H -9.826 9.197 -15.285
O -1.427 14.147 -22.118
H -0.869 14.537 -22.791
H -2.215 13.874 -22.588
O -9.717 9.264 -24.529
H -10.588 9.652 -24.620
H -9.258 9.515 -25.330
```

Summary:
- lowest unoccupied orbital energy (hartree) = 0.006
- gap between HOMO and LUMO (eV) = 9.27
- SMILES = COC[C@H](C)N.COC[C@H](C)N.COC[C@H](C)N.CCO.CCO.CCO.CCO.CCO.CCO.O.O
- electronic energy (Ha) = -1949.81369
- relative energy (zero: lowest compared OMol25 entry of this formula, charge and spin) (kcal per mole) = 61.3